Entry from the OMol25 dataset: a cluster of 4 separate species, H10NO3 in total (ωB97M-V/def2-TZVPD).

The calculation puts the relative energy (zero: lowest compared OMol25 entry of this formula, charge and spin) at 12.2 kcal per mole. As for the molecular weight: 72.08 g mol⁻¹. The charge is +1. Its maximum force is 0.99 eV/A. The multiplicity is 1. Its total energy is -7789.1484 eV.

Cartesian coordinates (Å):
H -3.6192 -0.2916 0.5295
H -1.4231 1.2854 -0.4312
O -3.1345 0.2204 -0.1168
N 0.7808 -1.1118 0.0421
H 0.0875 -1.0942 0.7901
H 3.8579 0.3859 0.6680
H 3.3065 0.1612 2.0421
H 0.7711 -2.0536 -0.3296
H -3.5655 0.2836 -0.9719
O 3.1420 -0.0900 1.1168
H 0.4737 -0.4566 -0.6842
O -0.7227 0.9955 -1.0349
H 1.7128 -0.8472 0.4193
H -1.1478 1.0615 -1.9011